Record 1
This record from the Open Molecules 2025 dataset describes a single C4H5FS molecule at a distorted geometry. The level of theory is ωB97M-V/def2-TZVPD.

Geometry (Å):
C1 2.47 -1.12 0.50
C2 1.40 -0.58 -0.08
C3 -1.12 1.26 -0.42
C4 -2.55 0.90 -0.22
H1 3.27 -1.85 0.13
H2 1.26 -1.34 -1.12
H3 -0.84 1.76 -1.37
H4 -2.87 0.17 0.78
H5 -3.63 1.46 -0.61
F1 2.62 -0.88 1.87
S1 -0.02 0.22 0.54

Calculated values
* energy relative to the best compared isomer or geometry (same formula, charge and spin): 4.454 eV
* calculated total energy: -653.27728 Ha
* SMILES string: C=CS/C=C\F

Record 2
This record from the Open Molecules 2025 dataset describes a single C3H3N3 molecule at a distorted geometry. The level of theory is ωB97M-V/def2-TZVPD.

Geometry (Å):
C1 -0.08 -0.46 1.23
C2 1.18 0.19 -0.54
C3 -1.11 0.14 -0.70
H1 -0.09 -0.53 2.33
H2 2.14 0.32 -1.04
H3 -2.01 0.44 -1.23
N1 1.11 -0.09 0.76
N2 0.06 0.43 -1.34
N3 -1.20 -0.43 0.54

Calculated values
* energy relative to the best compared isomer or geometry (same formula, charge and spin): 0.333 eV
* calculated total energy: -280.36855 Ha
* SMILES string: c1ncncn1